Molecular formula: C4H9NO
Method: DFT, ωB97M-V/def2-TZVPD

Output
LUMO energy, hartree: 0.0336
DFT total energy, hartree: -287.8200
HOMO-LUMO gap, eV: 10.66

Positions of all 15 atoms, in Å:
C -1.395 0.256 0.988
C -0.237 -0.294 0.161
C -0.598 -0.491 -1.316
N 0.914 0.585 0.310
C 2.184 0.142 0.150
O 2.482 -1.014 -0.078
H -2.250 -0.422 0.959
H -1.728 1.232 0.613
H -1.096 0.384 2.030
H 0.091 -1.252 0.577
H 0.267 -0.875 -1.866
H -0.913 0.453 -1.781
H -1.414 -1.215 -1.421
H 0.753 1.570 0.412
H 2.940 0.942 0.261

Löwdin atomic charge list, values in e, 6 entries: C -0.0664; C -0.4313; C -0.0560; N 0.0362; C -0.3665; O 0.0128